Molecular formula: C23H18ClN3O4S
Method: DFT, ωB97M-V/def2-TZVPD

Geometry as XYZ:
```
50
Properties=species:S:1:pos:R:3:forces:R:3
O -5.333 0.044 3.458 -0.2 -0.2 0.0
C -4.135 0.187 3.482 0.1 -0.2 -0.1
C -3.139 -0.911 3.134 -0.4 -0.4 0.0
N -1.927 -0.370 2.554 -0.3 0.1 0.2
C -1.493 -0.857 1.359 0.1 0.0 -0.3
O -1.979 -1.848 0.848 0.1 -0.1 0.0
C -0.423 -0.089 0.655 0.2 0.0 -0.5
C -0.542 1.273 0.387 0.1 -0.2 0.0
C 0.410 1.914 -0.380 0.1 -0.1 -0.1
C 1.478 1.200 -0.920 -0.1 0.0 0.1
Cl 2.645 2.030 -1.852 0.1 0.7 -0.1
C 1.580 -0.163 -0.684 0.5 -0.3 -0.3
S 2.756 -1.289 -1.482 0.1 0.0 0.1
O 3.092 -2.308 -0.536 -0.3 -0.2 0.1
O 3.811 -0.563 -2.109 -0.3 0.0 -0.1
N 1.809 -1.988 -2.676 0.9 0.3 0.6
C 0.939 -3.104 -2.305 -0.2 -0.7 0.2
C -0.514 -2.612 -2.458 0.0 0.0 0.1
C -0.340 -1.363 -3.273 0.3 0.0 0.0
C -1.274 -0.541 -3.864 0.1 0.0 0.0
C -0.834 0.572 -4.571 -0.1 0.1 0.0
C 0.518 0.849 -4.689 0.0 0.0 0.0
C 1.469 0.030 -4.093 0.0 -0.1 -0.1
C 1.019 -1.064 -3.382 -0.7 0.5 -0.7
C 0.640 -0.793 0.107 -0.3 0.0 0.3
C -1.322 0.666 3.283 0.2 0.4 0.4
C 0.054 0.821 3.393 -0.1 0.0 0.2
C 0.575 1.877 4.120 0.1 0.0 0.0
C -0.270 2.773 4.755 -0.1 0.0 0.0
C -1.641 2.606 4.683 0.0 -0.1 0.0
C -2.174 1.550 3.957 0.5 -0.2 -0.1
N -3.548 1.355 3.865 -0.1 0.5 0.1
H -2.912 -1.465 4.056 0.0 0.0 -0.1
H -3.586 -1.603 2.417 0.0 0.2 0.2
H -1.382 1.831 0.771 -0.1 0.1 0.1
H 0.333 2.970 -0.583 0.0 0.1 0.0
H 1.200 -3.441 -1.303 -0.1 -0.1 -0.1
H 1.146 -3.920 -3.004 0.0 0.1 0.1
H -1.128 -3.351 -2.971 0.0 0.0 0.0
H -0.990 -2.390 -1.500 0.0 0.0 0.0
H -2.328 -0.759 -3.779 -0.1 0.0 0.0
H -1.556 1.224 -5.040 -0.1 0.1 -0.1
H 0.841 1.712 -5.250 0.0 0.1 -0.1
H 2.525 0.229 -4.175 0.1 0.0 0.0
H 0.752 -1.847 0.306 -0.1 -0.2 0.0
H 0.712 0.115 2.912 0.1 -0.1 0.0
H 1.644 1.994 4.195 0.1 0.0 0.0
H 0.139 3.598 5.317 0.0 0.1 0.1
H -2.305 3.292 5.187 -0.1 0.1 0.1
H -4.160 2.086 4.205 0.0 -0.2 -0.1
```
Forces are in eV/Å.

Results
**E_LUMO**: 0.044 eV
**Multiplicity**: 1
**Orbital gap**: 0.321 hartree
**Calculated total energy**: -2210.9156 Eh
**HOMO**: -8.69 eV
**Structure (SMILES)**: O=C1CN(C(=O)c2ccc(Cl)c(S(=O)(=O)N3CCc4ccccc43)c2)c2ccccc2N1

Löwdin atomic charge list, values in e, 2 entries: number 1, O, carries 0.092; number 2, C, carries -0.440

Molecular formula: C23H18FN5O2
Method: DFT, ωB97M-V/def2-TZVPD

Geometry as XYZ:
```
49
Properties=species:S:1:pos:R:3:forces:R:3
O -2.590 0.926 2.109 1.6 -1.3 -1.5
C -2.186 -0.064 1.449 -0.9 2.7 2.5
N -3.126 -1.011 1.205 0.1 -0.9 -0.6
C -2.847 -2.220 0.543 0.1 -1.2 -1.1
C -3.783 -2.752 -0.382 0.1 0.7 -0.2
C -3.480 -3.859 -1.162 1.1 -0.6 0.7
C -2.230 -4.516 -0.973 -0.7 0.8 0.0
C -1.314 -4.030 -0.032 -0.8 -0.8 -0.6
C -1.611 -2.920 0.739 -1.2 0.7 0.2
N -0.723 -2.534 1.759 0.6 1.5 0.7
C -0.421 -3.387 2.830 0.3 -1.5 0.5
C -1.447 -4.140 3.443 -0.4 0.4 -0.4
C -1.217 -5.063 4.473 0.4 0.8 -0.9
C 0.088 -5.262 4.880 1.3 0.0 -0.1
C 1.161 -4.516 4.307 -1.0 -0.1 0.1
C 0.912 -3.598 3.281 -0.5 0.2 0.3
C 0.081 -1.301 1.622 0.2 -1.0 0.3
C -0.693 -0.174 0.964 -0.8 0.3 0.3
N 0.015 1.085 1.221 -0.5 1.3 0.3
C 0.944 1.563 0.336 -0.8 -2.4 -0.7
N 1.470 0.826 -0.621 -1.2 0.1 1.5
N 2.337 1.633 -1.255 1.1 2.5 0.2
C 2.299 2.796 -0.639 1.6 0.2 -2.2
C 3.069 4.038 -1.001 0.2 -0.4 0.6
C 4.032 3.982 -2.031 -1.1 0.2 0.4
C 4.654 5.149 -2.485 0.7 -1.4 -0.8
C 4.426 6.348 -1.864 -1.3 0.0 1.3
F 4.985 7.486 -2.291 0.2 0.0 -0.2
C 3.550 6.416 -0.771 0.2 -1.4 -0.2
C 2.906 5.247 -0.302 -0.1 0.8 -0.6
O 1.395 2.823 0.363 -0.3 -0.4 0.6
H -4.113 -0.732 1.352 1.2 -0.2 0.0
H -4.755 -2.262 -0.602 0.8 -0.1 0.5
H -4.226 -4.210 -1.879 0.4 0.0 0.2
H -1.973 -5.384 -1.567 -0.1 0.0 0.0
H -0.393 -4.581 0.160 -0.1 0.3 -0.1
H -2.464 -3.963 3.059 0.4 -0.2 0.3
H -2.035 -5.597 4.947 0.1 0.0 -0.2
H 0.280 -6.048 5.614 0.2 0.4 -0.1
H 2.193 -4.624 4.660 -0.5 -0.2 -0.1
H 1.737 -3.002 2.870 -0.4 -0.4 0.1
H 0.440 -0.985 2.619 -0.5 -0.1 -0.4
H 0.988 -1.490 1.028 -0.1 0.2 -0.1
H -0.747 -0.353 -0.099 0.1 -0.1 -0.6
H -0.532 1.812 1.690 0.0 -0.6 -0.1
H 4.171 3.003 -2.490 0.2 0.4 -0.1
H 5.330 5.058 -3.343 -0.2 0.3 0.4
H 3.379 7.359 -0.302 -0.1 0.5 0.3
H 2.222 5.339 0.558 0.4 -0.2 -0.6
```
Forces are in eV/Å.

Results
**E_LUMO**: 0.638 eV
**Multiplicity**: 1
**Orbital gap**: 0.316 hartree
**Calculated total energy**: -1411.3806 Eh
**HOMO**: -7.95 eV
**Structure (SMILES)**: O=C1Nc2ccccc2N(c2ccccc2)C[C@@H]1Nc1nnc(-c2ccc(F)cc2)o1

Löwdin atomic charge list, values in e, 2 entries: number 1, O, carries 0.023; number 2, C, carries -0.338

Molecular formula: C23H18N6O5Ta
Method: DFT, ωB97M-V/def2-TZVPD

Geometry as XYZ:
```
53
Properties=species:S:1:pos:R:3:forces:R:3
Ta -0.285 0.484 0.284 -0.7 -0.2 -0.5
C 0.063 -0.942 3.174 0.0 0.0 0.0
N 0.896 -0.662 1.975 0.0 0.0 0.0
C 2.248 -0.113 2.254 0.0 0.0 0.0
C 2.596 0.783 1.114 0.0 0.0 0.0
N 1.693 1.084 0.152 0.3 -0.1 0.1
C 2.361 1.942 -0.763 0.1 0.0 0.0
C 1.948 2.534 -1.950 0.0 0.0 0.0
C 2.875 3.319 -2.609 0.0 0.0 0.0
C 4.172 3.511 -2.115 0.0 0.0 0.0
C 4.594 2.916 -0.941 0.0 0.0 0.0
C 3.657 2.131 -0.290 -0.1 0.0 0.0
N 3.745 1.380 0.891 0.1 0.0 0.0
C -1.191 -0.143 3.059 0.0 0.0 0.0
N -1.443 0.636 1.981 0.0 -0.1 0.3
C -2.689 1.284 2.247 -0.1 0.0 0.0
C -3.426 2.228 1.544 0.0 0.0 0.0
C -4.609 2.657 2.120 0.0 0.0 0.0
C -5.054 2.172 3.356 0.0 0.0 0.0
C -4.320 1.245 4.069 0.0 0.0 0.0
C -3.137 0.825 3.483 0.0 0.0 -0.1
N -2.157 -0.064 3.944 0.0 0.0 0.0
H 0.591 -0.673 4.090 0.0 0.0 0.0
H -0.165 -2.008 3.233 0.0 0.0 0.0
H 1.016 -1.549 1.487 0.0 0.0 0.0
H 2.984 -0.916 2.342 0.0 0.0 0.1
H 2.250 0.442 3.193 -0.1 0.1 0.0
H 0.960 2.395 -2.364 0.0 0.0 0.0
H 2.593 3.798 -3.537 0.0 0.0 0.0
H 4.860 4.136 -2.669 0.0 0.0 0.0
H 5.596 3.055 -0.559 0.0 0.0 0.0
H 4.568 1.310 1.478 0.0 0.0 0.0
H -3.099 2.660 0.613 0.0 0.0 0.0
H -5.201 3.402 1.606 0.0 0.0 0.0
H -5.985 2.541 3.765 0.0 0.0 0.0
H -4.647 0.876 5.032 0.0 0.0 0.0
H -2.183 -0.551 4.832 0.0 0.0 0.0
O -4.516 -0.226 -4.213 0.0 -0.1 0.0
C -3.624 -0.011 -3.288 0.1 0.1 0.1
C -3.202 1.276 -2.871 0.0 0.0 0.0
C -2.260 1.347 -1.886 0.0 0.0 0.0
N -1.733 0.258 -1.304 0.2 0.2 0.0
C -2.104 -0.965 -1.722 0.0 0.0 0.0
C -3.042 -1.156 -2.691 0.0 0.0 0.0
C -1.338 -2.024 -0.993 0.0 -0.1 -0.1
O -1.481 -3.189 -1.029 0.0 0.0 0.0
O -0.393 -1.394 -0.186 0.1 0.2 0.3
C -1.637 2.596 -1.333 -0.1 0.1 -0.1
O -1.806 3.705 -1.689 0.0 0.0 0.0
O -0.770 2.235 -0.310 0.1 0.0 0.1
H -4.888 0.572 -4.621 0.0 0.0 0.0
H -3.590 2.183 -3.317 0.0 0.0 0.0
H -3.329 -2.150 -3.009 0.0 0.0 0.0
```
Forces are in eV/Å.

Results
**E_LUMO**: -10.541 eV
**Multiplicity**: 1
**Orbital gap**: 0.261 hartree
**Calculated total energy**: -1648.3171 Eh
**Net charge**: +3
**HOMO**: -17.65 eV

Löwdin atomic charge list, values in e, 2 entries: number 1, Ta, carries 2.006; number 2, C, carries -0.043

Molecular formula: C23H18N9S9Sc
Method: DFT, ωB97M-V/def2-TZVPD

Geometry as XYZ:
```
60
Properties=species:S:1:pos:R:3:forces:R:3
Sc -0.298 0.660 0.016 -0.3 0.0 0.6
C 0.162 3.530 -5.030 0.0 -0.3 0.3
S 1.135 2.145 -4.387 0.0 0.1 -0.1
C 0.077 1.616 -3.063 -0.6 0.0 0.0
S -0.664 2.703 -2.013 -0.2 -0.1 0.7
N -0.060 0.322 -3.035 1.1 -0.5 -1.7
N -0.663 -0.268 -1.988 -1.2 -0.3 0.6
C -1.516 -1.203 -2.241 0.6 0.8 -0.2
C -2.089 -1.960 -1.156 -0.5 -0.5 0.7
C -3.188 -2.797 -1.360 0.5 0.4 -0.1
C -3.714 -3.486 -0.284 0.1 0.0 0.3
C -3.110 -3.334 0.955 -0.2 -0.1 -0.4
C -2.024 -2.475 1.070 0.1 0.0 0.3
N -1.524 -1.784 0.054 -0.1 0.0 -0.4
H 0.785 4.043 -5.753 0.1 0.1 -0.1
H -0.110 4.179 -4.202 0.0 0.2 -0.1
H -0.728 3.134 -5.509 -0.1 0.1 -0.1
H -1.815 -1.420 -3.265 0.2 0.1 0.0
H -3.623 -2.877 -2.344 0.0 0.0 -0.1
H -4.573 -4.126 -0.419 0.0 0.0 0.1
H -3.478 -3.873 1.813 0.0 0.0 0.1
H -1.538 -2.331 2.027 0.1 0.1 0.0
N 2.819 0.122 -2.212 0.1 -0.1 -0.2
C 2.915 0.957 -1.162 0.8 0.0 0.1
N 1.926 1.366 -0.414 -0.5 0.0 0.1
C 2.374 2.198 0.597 1.0 0.3 -0.1
C 3.723 2.365 0.644 -0.4 -0.3 0.0
S 4.493 1.497 -0.630 -0.6 0.0 0.0
C 1.401 2.922 1.394 -0.1 0.9 0.7
C 1.674 3.874 2.328 -0.2 -0.4 -0.3
S 0.220 4.604 2.900 -0.2 -0.4 -0.4
C -0.687 3.565 1.809 0.3 0.4 0.3
N 0.059 2.742 1.119 0.1 -0.4 -0.4
N -2.008 3.689 1.692 -0.3 0.2 0.0
H 1.912 0.038 -2.661 -0.1 0.0 0.0
H 3.614 0.066 -2.828 -0.1 0.0 0.0
H 4.301 2.949 1.328 0.1 0.2 0.2
H 2.623 4.200 2.699 0.2 0.0 0.0
H -2.519 4.254 2.348 0.0 -0.1 0.0
H -2.513 3.005 1.121 0.1 0.0 0.2
S -4.986 -0.342 5.789 -0.2 -0.1 0.3
C -3.964 -0.131 4.537 0.2 0.0 -0.3
S -2.238 -0.335 4.652 -0.4 0.1 -0.4
C -1.847 0.089 2.988 -1.0 0.2 -0.2
C -2.901 0.398 2.184 0.3 -0.2 0.8
S -2.865 0.911 0.528 0.4 0.1 -0.6
S -4.487 0.321 2.937 0.3 -0.1 0.3
S -0.186 0.039 2.561 0.6 -0.2 -0.3
N 4.342 -5.794 0.810 0.3 -0.4 0.1
C 3.695 -4.861 0.664 0.1 -0.3 0.0
C 2.914 -3.695 0.460 -0.5 0.9 -0.2
C 2.204 -3.505 -0.726 0.1 0.0 0.2
C 1.472 -2.342 -0.877 0.0 0.0 0.0
N 1.429 -1.369 0.033 -0.2 -0.1 0.1
C 2.140 -1.545 1.145 0.0 0.1 0.1
C 2.871 -2.688 1.421 0.0 -0.1 -0.2
H 2.225 -4.244 -1.511 0.0 -0.1 0.0
H 0.895 -2.181 -1.778 0.0 0.0 0.0
H 2.123 -0.741 1.868 0.0 0.0 0.0
H 3.395 -2.791 2.358 0.1 0.0 0.0
```
Forces are in eV/Å.

Results
**E_LUMO**: -1.030 eV
**Multiplicity**: 1
**Orbital gap**: 0.207 hartree
**Calculated total energy**: -5724.6754 Eh
**HOMO**: -6.67 eV

Löwdin atomic charge list, values in e, 2 entries: number 1, Sc, carries 0.628; number 2, C, carries -0.407

The records above yield relative energy (zero: lowest compared OMol25 entry of this formula, charge and spin) values of 0.000, 0.000, 0.168, 0.740 eV, respectively.